Entry from the OMol25 dataset: C30H31BErN6P as an isolated structure in a non-equilibrium geometry (wB97M-V/def2-TZVPD).

Output
* orbital gap (spin up / spin down): 8.1 / 8.2 eV
* HOMO (spin up / spin down): -14.20 / -14.21 eV
* total charge: +2
* DFT total energy: -78130.505 eV
* multiplicity: 4

CARTESIAN COORDINATES (ANGSTROEM)
H -2.377 -1.668 3.956
H -3.685 0.235 1.811
H -3.470 0.831 -2.276
C 1.151 2.738 0.504
H -2.442 -0.604 -6.470
C -2.670 0.143 2.221
C 1.365 4.092 0.352
C -0.892 4.662 1.068
N -0.585 1.092 1.264
Er 0.368 -0.848 0.399
C 0.365 5.033 0.628
H 4.812 -1.540 -2.293
N 2.431 -0.862 -0.265
C -1.988 -0.577 -4.388
H -3.059 2.954 2.021
H 5.125 -2.438 3.481
H -3.073 -4.279 -4.385
N 0.099 -2.413 4.637
H -3.899 -0.411 -1.099
C -1.821 -2.016 3.075
H -2.157 -3.041 2.871
C -2.822 -2.503 -5.550
H 1.123 -0.619 -2.575
H 5.118 0.330 -1.728
H -3.088 1.081 -0.551
H -1.677 0.459 -4.384
C -3.157 0.347 -1.351
C -2.419 -1.176 -5.556
N -2.079 -1.169 1.894
C 3.130 -2.103 2.831
H 2.819 1.070 -3.169
C 4.087 -2.427 3.771
H 0.588 6.080 0.499
H 4.538 -3.013 5.779
H -2.292 -3.230 -2.289
H -0.080 4.170 -2.660
C 3.503 -0.794 -0.761
C 1.822 1.387 -2.900
H -1.750 2.530 -1.960
B 4.870 -0.780 -1.380
H 5.618 -1.148 -0.528
C -0.417 0.847 -2.158
H 2.202 3.462 -3.260
C -0.103 2.360 0.971
C 0.882 0.447 -2.506
H -3.173 -2.958 -6.462
H 3.398 -1.863 1.811
H 2.326 4.438 0.007
H 1.919 1.994 0.309
C -2.333 -2.656 -3.208
C 3.752 -2.759 5.087
P -1.549 -0.505 -1.630
C -0.754 2.196 -2.209
C 2.441 -2.785 5.516
H 2.180 -3.052 6.525
C -2.771 -3.244 -4.380
N 0.619 -1.887 2.545
H -2.751 0.269 3.311
H -2.740 -1.666 1.297
C -0.361 -2.074 3.419
C -1.953 -1.318 -3.209
N -2.180 2.566 1.713
C -1.105 3.304 1.252
C 0.192 3.128 -2.607
C 1.476 2.730 -2.944
H -0.449 -2.616 5.460
H -1.658 5.391 1.272
C 1.475 -2.466 4.574
C -1.814 1.267 1.714
C 1.800 -2.126 3.248

***

Entry from the OMol25 dataset: C30H31Br2IrN3O4P as an isolated structure in a non-equilibrium geometry (wB97M-V/def2-TZVPD).

Output
* orbital gap (spin up / spin down): 4.3 / 4.2 eV
* HOMO (spin up / spin down): -10.08 / -9.98 eV
* total charge: +1
* DFT total energy: -196477.041 eV
* multiplicity: 2

CARTESIAN COORDINATES (ANGSTROEM)
H 2.664 0.628 4.863
H -0.827 -3.759 2.073
H -2.858 1.640 4.751
H 0.498 -4.400 3.084
O -1.078 -1.231 1.757
H -3.949 -0.888 -3.048
C -1.542 6.153 -3.050
O 1.884 0.171 -1.017
O -0.785 1.476 -1.415
Br 4.249 -0.064 -2.846
H 0.116 -5.470 -1.472
O -0.589 -2.994 3.979
Br 7.004 0.757 2.026
N -1.541 1.461 1.091
H 1.351 -0.910 -3.000
C 5.407 0.322 -0.265
H 1.183 -3.263 -1.108
C -1.411 3.763 -1.656
C 4.231 0.178 -0.980
C -0.281 -4.592 -1.977
H -1.538 -2.184 6.109
H 1.092 -3.014 -4.187
H -0.284 -3.458 -0.157
C 4.149 0.470 1.820
H -2.670 -0.034 6.549
P -0.525 -1.696 -1.732
C -0.041 -3.501 2.785
H -2.139 7.028 -1.186
C -2.299 -0.250 5.560
H -0.926 5.020 -4.757
H -2.293 -2.824 -2.960
C 0.096 -3.350 -1.176
H 0.677 0.324 3.424
C -1.391 -0.889 2.941
C 4.036 0.581 3.218
H -0.806 2.882 -3.509
C -1.169 4.990 -3.705
H 0.653 -2.794 2.322
H 4.926 0.692 3.819
H 6.353 0.309 -0.786
C -2.063 1.436 2.281
C -1.675 -1.466 5.317
C -1.854 6.122 -1.698
C -2.425 0.674 4.546
C 1.664 0.370 2.984
C 2.947 0.318 1.084
H -2.833 -2.280 -1.365
N -1.695 2.545 0.363
C -1.962 0.403 3.250
H -0.169 -0.287 -3.597
C -1.100 3.795 -3.015
H -1.358 -4.708 -2.050
H -2.750 0.117 -2.238
Ir -0.086 -0.090 0.114
C -1.206 -1.800 4.054
C 0.338 -1.201 -3.279
H -0.592 -2.668 -4.602
H 0.717 -1.733 -5.321
N 1.739 0.256 1.675
C -1.798 4.932 -1.001
H -2.617 2.321 2.591
H -1.593 7.087 -3.592
C 0.382 -2.224 -4.409
C -2.270 -1.990 -2.255
H -2.426 -0.532 -3.846
H -2.037 4.885 0.050
H 0.134 -4.576 -2.978
C 2.790 0.540 3.795
C -2.884 -0.747 -2.885
C 5.375 0.489 1.103
C -1.278 2.511 -0.900
C 2.956 0.221 -0.360

***

Entry from the OMol25 dataset: C30H31FHfN4O3 as an isolated structure in a non-equilibrium geometry (wB97M-V/def2-TZVPD).

Output
* orbital gap: 6.7 eV
* HOMO: -13.15 eV
* total charge: +2
* DFT total energy: -47731.430 eV

CARTESIAN COORDINATES (ANGSTROEM)
H -2.859 0.027 -0.289
H -2.834 -1.105 -1.671
Hf 0.091 0.346 -1.719
C -0.851 4.242 -1.295
C -0.531 -3.188 5.382
N 0.164 2.284 -2.449
H -0.790 -0.602 6.195
C 2.896 4.593 -3.503
C -0.308 -2.012 3.153
H -1.467 -5.568 1.997
C -3.179 2.760 -0.956
C 0.042 -3.282 1.209
H 0.240 -6.011 1.740
H -2.389 -0.268 -3.905
H -0.397 1.335 2.416
C 3.831 2.508 -2.789
C 2.755 -0.301 -3.194
C -2.091 2.203 -1.613
H 5.000 4.166 -3.468
F -0.747 1.630 4.964
C -0.273 -0.827 2.385
C 0.412 -2.418 -1.064
N -0.146 -3.235 2.513
C -3.029 -0.080 -1.360
H -0.928 -5.287 5.112
C -0.420 0.427 3.000
C -1.944 4.786 -0.644
C 3.123 0.291 -0.866
H -1.761 1.393 -4.114
C 1.430 2.843 -2.720
H -3.964 4.491 0.024
H 4.193 0.387 -1.049
O -0.030 0.228 0.285
C -0.638 -0.700 5.128
H 0.212 -4.251 0.767
H 2.841 0.966 -0.059
C -0.987 -4.364 4.538
H -3.469 1.137 -3.714
H 3.022 5.588 -3.906
N -2.117 0.816 -2.111
C 4.006 3.796 -3.264
C -0.502 -5.724 2.483
C -3.112 4.056 -0.478
C -0.491 -1.938 4.553
H -1.879 5.794 -0.259
H 0.761 4.736 -3.472
H -2.028 -4.244 4.225
C 1.620 4.120 -3.245
H 2.913 -0.744 -0.587
N 2.356 0.631 -2.097
H -4.086 2.189 -0.819
H 0.468 -3.386 5.781
H -4.068 0.160 -1.584
C -0.598 0.462 4.352
H 2.569 -1.333 -2.891
H -0.606 -6.573 3.157
H 4.697 1.875 -2.638
O -0.210 -1.671 -1.981
C 2.557 2.033 -2.519
H 0.055 4.819 -1.393
C 0.045 -2.160 0.382
C -0.101 -4.517 3.314
H -1.186 -3.040 6.240
H 0.941 -4.611 3.632
O 1.244 -3.243 -1.325
C -0.907 2.946 -1.814
C -2.455 0.763 -3.558
H 3.811 -0.173 -3.428
H 2.181 -0.065 -4.092
C -0.097 -0.911 0.971

***

Entry from the OMol25 dataset: a 2-piece molecular cluster, C30H31N2O overall in a non-equilibrium geometry (wB97M-V/def2-TZVPD).

Output
* orbital gap: 7.3 eV
* HOMO: -10.12 eV
* total charge: +1
* DFT total energy: -36634.153 eV

CARTESIAN COORDINATES (ANGSTROEM)
H -2.351 0.485 2.546
H 2.391 0.728 0.850
C 3.902 -1.871 2.446
C -0.297 -0.554 -2.748
C -2.368 -0.579 2.275
C 3.752 -0.670 1.691
H -0.091 3.391 0.657
C -2.319 -3.300 1.587
H 0.563 -2.530 2.999
H 2.512 4.374 -1.953
H -2.322 -4.372 1.351
C -2.672 1.457 -0.502
H 4.633 -0.138 1.314
C 1.611 1.151 -2.658
H -0.074 0.759 2.058
C -2.060 2.514 -2.643
C -0.292 1.583 -1.517
H -5.334 2.873 -2.028
H -3.612 3.493 -3.729
C -3.444 -2.744 2.213
H -0.342 -2.943 0.833
C -4.628 -3.619 2.548
H 1.879 0.061 -4.488
H -1.286 2.766 -3.363
C -1.724 1.791 -1.487
H -1.186 -0.288 -3.333
H 4.958 -3.574 4.201
C 2.895 2.019 -4.466
C 1.780 2.362 -1.956
O 5.175 -2.332 2.562
C -3.982 1.859 -0.736
C -4.308 2.581 -1.886
N 0.622 2.518 -1.146
H 3.676 4.031 -4.177
H 4.893 -4.384 2.599
C 0.010 -0.262 1.578
H 0.120 -0.021 0.523
H 0.416 -1.095 -3.368
H -5.201 -3.188 3.378
H 1.194 4.259 -0.223
C -1.221 -2.485 1.301
H -4.309 -4.642 2.815
C 2.483 -0.216 1.405
H 3.367 1.865 -5.444
C -3.353 2.927 -2.846
C 1.346 -0.886 1.896
H 6.447 -3.774 3.242
C 1.487 -2.074 2.607
C 2.750 -2.570 2.904
C 2.485 3.427 -2.491
H -4.409 -0.913 2.885
N 0.366 0.620 -2.228
H -2.364 0.903 0.391
H -0.494 4.305 -0.822
H 2.824 -3.505 3.454
H -5.292 -3.688 1.669
C 3.069 3.224 -3.763
H -4.722 1.578 0.016
H -0.621 -1.223 -1.926
C 5.373 -3.606 3.197
C -1.209 -1.141 1.722
C 2.127 0.965 -3.931
C 0.278 3.679 -0.351
C -3.498 -1.363 2.498